One molecule with the formula C5H9F at a distorted geometry. Source: the Open Molecules 2025 dataset; level of theory: ωB97M-V with the def2-TZVPD basis set.

XYZ file:
```
15
Properties=species:S:1:pos:R:3:forces:R:3
C -1.875 0.190 0.835 -0.543 -0.615 0.411
C -1.164 0.014 -0.494 -0.110 0.539 0.967
C 0.157 0.055 -0.667 0.056 -0.281 -0.094
C 0.839 0.112 -2.026 -0.778 -0.433 0.195
C 1.123 0.172 0.502 0.682 0.320 0.462
F 0.810 -0.601 1.639 -0.114 0.064 -0.563
H -2.564 -0.661 1.079 0.494 0.568 -0.434
H -2.516 1.094 0.833 0.363 -0.360 -0.151
H -1.197 0.239 1.690 -0.083 0.169 -0.276
H -1.845 -0.006 -1.331 0.164 -0.128 -0.430
H 1.519 -0.742 -2.102 0.006 0.146 -0.229
H 0.109 0.092 -2.873 0.614 0.057 0.767
H 1.428 1.027 -2.064 0.113 0.064 -0.251
H 2.185 -0.113 0.274 -1.022 0.294 -0.257
H 1.114 1.225 0.848 0.159 -0.404 -0.116
```
Forces are in eV/Å.

The LUMO energy comes out at 1.1 eV.

One molecule with the formula C4H4O2 at a distorted geometry. Source: the Open Molecules 2025 dataset; level of theory: ωB97M-V with the def2-TZVPD basis set.

XYZ file:
```
10
Properties=species:S:1:pos:R:3:forces:R:3
O 1.981 -0.613 1.062 -0.698 0.296 -2.751
C 1.132 -0.278 0.212 1.637 -1.450 2.480
O 1.041 -0.603 -1.062 2.983 -2.458 -0.586
C -0.004 0.377 0.625 -6.009 0.595 -3.073
C -1.099 0.957 -0.394 2.981 1.618 0.417
C -1.476 -0.143 0.062 2.338 1.158 0.776
H 1.740 -1.322 -1.049 -0.721 0.857 -1.107
H -0.007 0.580 1.600 -0.275 1.461 3.624
H -1.009 1.783 -1.065 -0.574 0.212 -0.105
H -2.298 -0.737 0.008 -1.662 -2.289 0.325
```
Forces are in eV/Å.

The LUMO energy comes out at 0.8 eV.

C35H52OP4Sn as an isolated structure at a distorted geometry. Source: the Open Molecules 2025 dataset; level of theory: ωB97M-V with the def2-TZVPD basis set.

XYZ file:
```
93
Properties=species:S:1:pos:R:3:forces:R:3
Sn 0.685 0.362 -0.942 1.942 0.010 1.132
P 2.758 1.215 0.834 0.812 0.356 0.472
P -0.188 2.615 -1.841 -0.372 1.512 -0.708
P 2.566 -0.223 -2.710 1.037 -0.732 -1.058
H -0.722 -3.677 0.889 0.229 -0.313 -0.002
C 0.053 -4.375 0.552 0.595 0.284 -0.125
C 1.346 -4.250 0.889 -0.420 -0.143 -0.493
H 1.724 -3.460 1.545 -0.149 -0.267 -0.153
C 2.252 1.556 2.553 -0.659 -0.103 -0.056
C 3.599 2.766 0.330 -0.297 0.005 -0.356
C 4.113 0.000 1.049 -0.268 -0.381 -0.374
C -1.668 2.502 -2.901 -0.061 -0.454 -0.060
C -0.606 3.915 -0.634 0.130 -0.347 0.535
C 1.119 3.355 -2.866 0.293 -0.144 -0.080
C 3.209 -1.892 -2.332 -0.256 -0.218 0.467
C 4.056 0.837 -2.717 -0.122 0.496 0.378
C 2.133 -0.317 -4.483 -0.670 0.279 -0.075
H -0.280 -5.172 -0.120 0.112 0.211 0.325
H 2.095 -4.949 0.499 -0.308 0.222 0.265
H 1.914 0.632 3.045 0.196 0.307 -0.163
H 1.421 2.277 2.562 0.232 -0.143 0.110
H 3.102 1.979 3.107 -0.141 -0.121 -0.262
H 2.864 3.454 -0.112 0.300 -0.037 0.179
H 4.385 2.558 -0.410 -0.247 0.094 0.255
H 4.042 3.242 1.213 -0.058 -0.139 -0.193
H 3.709 -1.018 0.948 0.231 0.200 0.134
H 4.544 0.114 2.054 -0.099 0.034 -0.272
H 4.901 0.148 0.297 -0.244 -0.034 0.268
H -1.932 3.518 -3.235 0.160 -0.254 0.160
H -2.521 2.091 -2.339 0.205 0.160 -0.131
H -1.486 1.878 -3.789 -0.002 0.178 0.243
H -1.053 4.767 -1.169 0.140 -0.285 0.012
H 0.298 4.260 -0.112 -0.235 -0.088 -0.142
H -1.324 3.542 0.110 0.109 0.136 -0.217
H 0.684 4.191 -3.432 0.092 -0.162 0.123
H 1.541 2.628 -3.573 -0.192 0.244 0.114
H 1.931 3.744 -2.233 -0.281 -0.101 -0.175
H 3.562 -2.371 -3.258 -0.107 0.238 0.236
H 2.420 -2.519 -1.888 0.261 0.078 -0.171
H 4.047 -1.831 -1.622 -0.289 0.008 -0.212
H 4.579 0.723 -3.678 -0.218 -0.094 0.242
H 4.746 0.558 -1.909 -0.247 0.071 -0.248
H 3.778 1.895 -2.604 0.188 -0.266 -0.112
H 3.005 -0.691 -5.042 -0.139 0.127 0.343
H 1.871 0.677 -4.872 0.090 -0.276 0.063
H 1.287 -0.997 -4.656 0.201 0.163 0.096
C -1.142 -1.556 -3.366 -0.319 -0.191 -1.087
C -2.121 -0.937 -4.151 0.593 -0.259 0.010
C -2.278 -1.414 -5.457 -0.117 -0.162 0.102
C -1.530 -2.507 -5.906 0.192 0.026 -0.047
C -0.629 -3.160 -5.055 -0.312 0.024 0.078
C -0.453 -2.701 -3.744 -0.054 0.342 -0.198
O -0.777 -0.981 -2.132 -0.758 2.068 1.160
H -1.211 -0.073 -2.054 -0.626 -2.046 -0.692
H -2.749 -0.128 -3.752 0.357 -0.290 -0.247
H -2.999 -0.933 -6.122 0.177 -0.217 0.222
H -1.650 -2.859 -6.933 0.008 0.127 0.375
H -0.068 -4.029 -5.405 -0.270 0.257 0.129
H 0.198 -3.202 -3.028 -0.026 0.116 -0.246
C -3.439 3.523 4.598 0.144 -0.111 -0.126
C -2.368 3.924 3.791 -0.015 0.002 0.022
C -1.678 2.987 3.020 -0.292 -0.378 0.262
C -2.057 1.627 3.057 0.424 1.332 -0.431
C -3.149 1.236 3.846 -0.150 -0.136 -0.002
C -3.827 2.179 4.626 0.239 -0.100 -0.225
P -1.070 0.412 2.095 -1.982 -1.484 2.376
C -0.345 -0.586 3.456 0.220 0.697 -1.010
C 0.176 -1.858 3.135 0.557 -1.045 0.315
C 0.719 -2.664 4.131 -0.204 -0.128 -0.786
C 0.790 -2.204 5.452 0.111 -0.361 -0.056
C 0.339 -0.919 5.764 -0.556 1.121 -0.212
C -0.206 -0.104 4.770 0.324 0.144 0.939
C -2.380 -0.748 1.532 0.415 0.308 -1.012
C -2.837 -1.842 2.278 0.052 -0.435 0.063
C -3.762 -2.734 1.726 -0.037 0.195 -0.170
C -4.239 -2.538 0.426 0.225 0.043 0.168
C -3.808 -1.428 -0.315 -0.003 0.345 -0.001
C -2.908 -0.523 0.239 -0.041 -0.487 0.318
H -3.975 4.257 5.206 0.199 -0.235 -0.226
H -2.068 4.972 3.766 -0.101 -0.277 0.020
H -0.841 3.302 2.396 -0.125 0.005 0.176
H -3.472 0.193 3.856 0.059 0.355 0.064
H -4.660 1.856 5.255 0.286 0.112 -0.231
H 0.129 -2.240 2.113 -0.021 0.199 0.290
H 1.086 -3.661 3.877 -0.142 0.313 0.123
H 1.203 -2.845 6.233 -0.068 0.192 -0.214
H 0.405 -0.541 6.786 -0.047 -0.161 -0.292
H -0.552 0.902 5.021 0.083 -0.354 -0.044
H -2.478 -2.019 3.295 -0.115 0.084 -0.357
H -4.103 -3.587 2.314 0.057 0.277 -0.161
H -4.950 -3.241 -0.010 0.196 0.196 0.135
H -4.189 -1.255 -1.325 0.005 -0.109 0.351
H -2.635 0.390 -0.303 -0.019 -0.224 0.059
```
Forces are in eV/Å.

The net charge is +4. The LUMO energy (spin up / spin down) comes out at -14.1 / -14.2 eV.

C21H28Cl3MoO4 as an isolated structure at a distorted geometry. Source: the Open Molecules 2025 dataset; level of theory: ωB97M-V with the def2-TZVPD basis set.

XYZ file:
```
57
Properties=species:S:1:pos:R:3:forces:R:3
O -0.788 1.958 -2.909 1.157 1.008 0.704
C 0.448 2.739 -2.701 -0.363 0.042 0.137
C -0.304 3.894 -1.994 -0.074 -0.718 -0.524
H 1.008 3.040 -3.593 -0.291 -0.561 -0.049
H 1.071 2.148 -2.010 0.201 0.369 -0.302
C -1.540 2.958 -2.151 0.096 0.701 -0.727
H -0.459 4.849 -2.513 0.576 -0.325 0.107
H 0.099 4.010 -0.974 -0.625 0.351 -0.348
C -2.646 3.346 -3.107 -0.198 0.065 -0.088
H -2.249 3.384 -4.129 -0.058 0.206 0.319
H -3.101 4.296 -2.849 -0.193 0.181 0.041
H -3.420 2.563 -3.109 0.174 0.228 0.083
C -2.020 2.616 -0.782 -0.337 -0.356 0.492
H -1.185 2.292 -0.160 0.084 -0.154 0.118
H -2.795 1.860 -0.767 -0.240 -0.204 -0.118
H -2.432 3.528 -0.330 0.061 -0.159 -0.106
Mo 0.031 -0.319 1.495 2.319 1.073 1.245
C 0.906 1.313 3.548 0.529 -0.569 -0.517
C 1.904 0.349 3.312 0.063 0.109 -0.695
C 2.268 0.396 1.923 -0.493 1.342 -0.353
H 2.385 -0.275 4.056 -0.297 -0.153 -0.155
C 1.498 1.470 1.306 0.350 -0.460 0.857
C 0.602 1.974 2.314 0.508 -0.752 -1.538
H -0.097 2.789 2.158 0.163 -0.169 0.132
H 0.484 1.566 4.514 -0.094 -0.206 -0.192
H 3.065 -0.152 1.441 -0.123 -0.070 0.117
H 1.666 1.883 0.320 -0.122 -0.099 0.046
C -1.188 -0.561 3.373 -0.601 -0.669 -0.224
C -1.793 0.460 2.563 -1.174 -0.644 -0.812
C -2.259 -0.150 1.328 0.282 -0.369 1.018
H -1.960 1.506 2.827 0.093 -0.557 -0.047
C -1.848 -1.537 1.362 -0.465 0.502 1.118
C -1.236 -1.795 2.652 -0.847 -0.033 -0.758
H -0.877 -2.764 3.004 0.203 0.421 -0.155
H -0.817 -0.462 4.394 -0.059 -0.022 -0.536
H -2.886 0.348 0.582 0.682 -0.311 0.210
H -2.009 -2.257 0.572 0.064 0.031 0.110
O 0.210 -1.150 -0.896 0.988 -0.285 0.352
C -0.456 -0.869 -2.156 -0.459 1.116 0.644
C 0.164 -1.690 -3.258 -0.163 -0.074 -0.134
H -0.310 0.196 -2.341 -0.507 -0.374 0.147
H -1.515 -1.107 -2.003 0.008 0.169 -0.165
C 1.191 -2.598 -2.569 -0.024 0.135 -0.562
H 0.631 -1.031 -3.994 -0.085 -0.194 0.026
H -0.638 -2.248 -3.740 0.267 -0.094 -0.191
C 1.026 -2.365 -1.102 -0.144 0.131 1.038
H 2.201 -2.341 -2.881 -0.003 -0.103 -0.079
H 0.993 -3.636 -2.813 0.202 -0.126 -0.013
H 1.959 -2.188 -0.570 -0.256 -0.319 -0.243
H 0.464 -3.162 -0.611 0.287 -0.115 -0.005
Cl 3.061 -5.689 3.214 -0.167 0.207 -0.523
C 2.625 -4.672 1.824 0.239 1.008 0.812
Cl 4.105 -4.277 0.890 -0.408 -0.197 0.172
Cl 1.448 -5.493 0.786 0.033 -0.018 0.049
C 1.934 -3.282 2.340 -0.306 -0.726 0.739
O 1.460 -3.262 3.484 0.419 0.191 -1.461
O 1.920 -2.398 1.431 -0.870 0.601 0.784
```
Forces are in eV/Å.

The net charge is +1. As for the expectation value of S²: 2.082. The LUMO energy (spin up / spin down) comes out at -5.5 / -5.1 eV. Its spin multiplicity is 3.

An isolated ion of composition C6H14NO and charge -1 at a distorted geometry. Source: the Open Molecules 2025 dataset; level of theory: ωB97M-V with the def2-TZVPD basis set.

XYZ file:
```
22
Properties=species:S:1:pos:R:3:forces:R:3
C 2.520 -0.669 2.225 -0.347 0.058 -0.604
C 1.426 -0.698 1.128 0.426 0.404 0.236
C 0.602 0.586 1.046 -0.027 -0.129 -0.570
C -0.574 0.412 0.075 -0.592 0.917 -0.050
C -1.710 1.436 0.394 1.088 -0.525 0.456
N -0.112 0.527 -1.292 -0.149 -3.184 1.196
C -0.878 -0.405 -2.282 0.213 0.124 0.494
O -1.559 -1.344 -1.657 -0.170 -0.052 -0.122
H 3.496 -0.830 1.770 0.145 -0.062 0.103
H 2.534 0.333 2.656 0.075 -0.155 0.386
H 2.371 -1.442 2.979 0.002 0.206 0.187
H 1.927 -0.899 0.184 -0.312 0.134 -0.279
H 0.702 -1.491 1.254 -0.006 -0.471 0.260
H 1.187 1.411 0.632 0.352 0.087 0.155
H 0.282 0.917 2.042 -0.102 -0.278 0.047
H -1.037 -0.578 0.112 0.238 -0.066 0.190
H -1.819 1.526 1.482 -0.309 -0.063 -0.035
H -2.624 1.065 -0.054 -0.210 0.320 -0.206
H -1.391 2.418 0.039 -0.342 0.134 -0.224
H 0.062 1.445 -1.528 0.066 2.328 -1.040
H -0.056 -0.820 -2.912 -0.088 0.244 -0.309
H -1.508 0.289 -2.894 0.050 0.028 -0.269
```
Forces are in eV/Å.

The net charge is -1. The LUMO energy comes out at 3.9 eV.

C34H35BrN5ORuTe as an isolated structure at a distorted geometry. Source: the Open Molecules 2025 dataset; level of theory: ωB97M-V with the def2-TZVPD basis set.

XYZ file:
```
78
Properties=species:S:1:pos:R:3:forces:R:3
Ru -0.155 -0.048 -0.115 0.421 0.316 -0.290
Br 4.381 -0.116 5.741 -0.011 0.005 -0.012
C 2.980 -0.102 4.488 0.012 0.006 -0.012
C 1.650 -0.155 4.927 -0.001 0.008 0.024
C 0.619 -0.150 4.021 0.010 0.004 -0.031
C 0.858 -0.096 2.637 0.029 -0.026 0.074
O -0.205 -0.107 1.848 0.032 0.111 0.033
C 2.202 -0.029 2.192 -0.006 -0.057 0.011
C 2.616 0.087 0.827 -0.080 0.042 -0.051
N 1.840 0.143 -0.206 0.042 -0.247 0.106
C 2.342 0.344 -1.524 0.114 0.033 -0.096
C 3.657 0.507 -1.880 -0.070 0.016 0.060
C 4.020 0.674 -3.230 -0.019 0.003 -0.063
C 3.076 0.682 -4.218 0.052 0.005 0.024
C 1.712 0.523 -3.886 -0.037 -0.005 0.037
C 0.674 0.509 -4.848 -0.038 -0.009 0.004
C -0.622 0.337 -4.450 0.040 0.009 -0.022
C -0.897 0.177 -3.085 0.000 0.003 0.058
N 0.046 0.183 -2.164 -0.055 -0.081 0.036
C 1.352 0.357 -2.537 0.054 0.043 -0.067
C 3.245 -0.036 3.148 -0.008 -0.001 0.004
H 1.440 -0.194 5.987 -0.001 -0.010 0.001
H -0.410 -0.180 4.356 -0.003 -0.003 -0.006
H 3.689 0.164 0.676 0.003 0.010 -0.011
H 4.445 0.514 -1.139 -0.002 -0.013 0.007
H 5.066 0.795 -3.476 -0.001 0.007 -0.006
H 3.357 0.809 -5.255 0.004 0.001 -0.003
H 0.921 0.633 -5.895 0.001 0.000 -0.004
H -1.436 0.320 -5.160 0.002 0.003 -0.004
H -1.912 0.040 -2.732 0.007 -0.022 -0.004
H 4.271 0.015 2.806 0.004 -0.006 0.000
C -5.282 -1.329 1.005 0.001 0.000 0.006
C -4.846 -0.128 0.154 -0.040 -0.011 0.003
C -5.241 1.195 0.828 -0.007 -0.006 0.000
C -5.431 -0.221 -1.262 -0.007 0.006 -0.004
C -3.380 -0.155 0.047 0.069 -0.001 0.053
N -2.236 -0.167 -0.024 -0.027 0.093 -0.085
H -6.368 -1.314 1.092 -0.002 0.001 0.000
H -4.860 -1.277 2.009 0.001 0.001 0.001
H -4.990 -2.272 0.541 0.001 -0.001 -0.002
H -6.326 1.221 0.923 -0.002 0.000 -0.001
H -4.929 2.053 0.232 0.004 0.001 0.000
H -4.806 1.280 1.823 0.000 -0.001 0.002
H -6.518 -0.220 -1.187 -0.002 0.004 0.002
H -5.126 -1.142 -1.760 -0.002 -0.004 0.001
H -5.135 0.633 -1.872 0.006 -0.001 -0.002
C 1.069 3.438 1.684 0.304 -0.048 -0.301
Te -0.382 2.676 0.328 -1.067 0.025 0.694
C -0.258 4.529 -0.734 0.356 -0.228 -0.101
C 0.581 5.403 0.170 0.024 0.046 -0.079
C 0.748 6.747 -0.164 -0.007 0.004 0.007
C 1.518 7.576 0.630 0.014 -0.015 0.015
C 2.136 7.069 1.767 -0.004 0.005 -0.026
C 1.977 5.737 2.102 -0.036 0.001 0.039
C 1.194 4.897 1.312 -0.015 0.003 0.035
H 2.029 2.937 1.566 -0.068 -0.121 0.030
H 0.693 3.264 2.690 0.007 0.084 0.016
H -1.282 4.888 -0.811 -0.010 -0.038 -0.062
H 0.170 4.409 -1.727 0.019 0.037 0.002
H 0.269 7.141 -1.052 -0.007 0.002 0.001
H 1.638 8.617 0.363 -0.001 0.004 0.002
H 2.740 7.713 2.391 0.001 0.004 0.001
H 2.461 5.341 2.986 -0.008 0.005 0.010
C -1.283 -4.931 1.892 0.006 -0.011 0.008
C -0.691 -4.038 0.860 -0.014 0.006 -0.011
C -0.005 -4.318 -0.309 0.009 -0.003 0.022
C 0.347 -3.090 -0.869 0.003 0.005 0.037
N -0.110 -2.101 -0.085 0.013 0.016 -0.106
N -0.744 -2.703 0.950 -0.068 0.063 -0.034
C 1.107 -2.867 -2.131 0.027 -0.019 -0.016
H -1.139 -5.970 1.611 0.002 0.001 -0.003
H -2.353 -4.751 2.000 -0.002 0.001 0.002
H -0.810 -4.771 2.862 -0.001 -0.001 0.002
H 0.225 -5.293 -0.703 -0.007 -0.009 0.003
H -1.109 -2.119 1.688 0.040 -0.029 0.026
H 1.359 -3.830 -2.570 0.012 0.001 0.002
H 2.037 -2.329 -1.946 -0.016 0.001 0.002
H 0.520 -2.311 -2.863 0.002 -0.018 0.013
```
Forces are in eV/Å.

The net charge is +2. As for the expectation value of S²: 0.759. The LUMO energy (spin up / spin down) comes out at -6.1 / -7.2 eV. Its spin multiplicity is 2.

Values for energy relative to the best compared isomer or geometry (same formula, charge and spin), eV, ordered as above
0.434, 2.842, 0.010, 0.000, 0.733, 0.116